15
Properties=species:S:1:pos:R:3:forces:R:3 method="wB97M-V/def2-TZVPD" e_tot_ev=-6817.085 lumo_energy_ev=0.882 orbital_gap_ha=0.321 de_lowest_kj_mol=377.30
N -0.290656 -0.218048 -0.906843 1.63 -1.40 -1.84
C 1.868909 0.947051 -0.838031 1.03 -0.10 3.51
C 0.987991 -0.154250 -0.143431 -0.17 1.43 -2.05
C -1.191331 0.137944 -0.155691 2.38 0.88 3.76
C -2.670237 0.230083 -0.199712 1.13 -3.47 0.35
C 0.432771 0.240865 1.217490 -2.84 -1.03 -0.20
H -3.054748 -0.866307 -0.161224 0.46 1.83 -0.31
H 1.554465 -1.077710 -0.249519 -0.36 -0.41 0.44
H 0.233688 -0.659805 1.810110 0.08 0.39 0.16
H 2.995722 0.729473 -0.899210 -1.81 0.23 0.15
H 1.675305 1.832225 -0.167156 0.62 -0.40 -1.09
H 1.434917 1.103852 -1.758712 -0.47 0.55 -2.20
H -2.919797 0.708839 -1.098382 -0.82 0.73 -1.14
H 0.795640 1.073484 1.840514 -0.06 -0.28 -0.59
H -2.985257 0.681338 0.687194 -0.82 1.05 1.07

***

59
Properties=species:S:1:pos:R:3:forces:R:3 method="wB97M-V/def2-TZVPD" e_tot_ev=-35971.705 lumo_energy_ev=0.736 orbital_gap_ha=0.325 smiles="COCCN1CCN(C(=O)c2ccc3oc(CCCc4ccccc4)nc3c2)CC1" de_lowest_kj_mol=285.96
O -7.032291 -1.793357 0.538851 0.23 0.02 0.11
O 3.060075 2.812089 -1.025632 0.20 0.37 -0.18
O -2.381256 2.502501 2.035617 -0.01 0.26 0.07
N -2.657682 0.711650 0.692463 -0.12 -0.20 0.03
N -4.847718 -0.144032 -0.969697 -0.04 0.02 -0.20
N 2.777906 0.792691 -0.114948 0.50 -0.38 -0.05
C 7.649341 -2.612099 0.295044 0.11 -0.02 -0.01
C 5.352051 -3.000871 -0.256868 -0.01 -0.10 -0.05
C 5.911943 1.519695 0.202171 -0.13 -0.04 0.04
C -3.551843 0.201883 -1.512521 0.30 -0.10 0.10
C -5.071267 0.573879 0.274212 0.07 0.05 0.25
C 5.013628 1.349505 -1.033123 0.15 0.30 0.01
C -0.651489 2.065272 0.480605 0.15 0.14 0.12
C -3.937621 0.381066 1.289938 -0.36 0.13 0.17
C 5.646010 0.450694 1.268365 0.12 0.11 -0.06
C -6.618962 -1.842179 -0.809358 0.20 -0.19 -0.17
C 0.366310 1.124901 0.538246 0.11 0.20 -0.10
C 0.769770 3.697064 -0.631991 0.38 0.06 -0.17
C 1.777455 2.753338 -0.584235 -0.80 -0.80 0.60
C 7.316996 -1.362889 0.788396 -0.01 0.00 -0.02
C -5.116680 -1.568352 -0.899445 -0.48 0.06 0.02
C 6.666804 -3.434209 -0.229911 0.01 -0.11 -0.05
C -0.443668 3.329612 -0.082159 -0.10 -0.12 0.05
C -8.406123 -2.026954 0.700601 -0.09 -0.01 -0.02
C 1.590590 1.481141 -0.005584 -0.18 1.04 -0.37
C 3.589916 1.601332 -0.706255 -0.15 -0.57 0.10
C -1.974876 1.793667 1.130852 0.13 0.01 0.05
C 6.000558 -0.920230 0.766170 -0.06 0.01 0.13
C 5.020405 -1.751602 0.238003 -0.01 -0.04 0.03
C -2.391543 -0.020916 -0.522938 -0.10 -0.01 -0.57
H -3.582402 1.264617 -1.775307 0.10 -0.01 -0.04
H -4.741533 -2.020075 -1.820504 0.02 -0.03 0.05
H -4.081868 1.035696 2.149964 0.00 -0.15 -0.06
H 4.581713 -3.639603 -0.664678 -0.06 -0.05 -0.03
H -8.609142 -1.970195 1.768026 -0.10 -0.02 -0.03
H 5.117438 0.330998 -1.409629 -0.06 0.08 -0.09
H 0.928093 4.670185 -1.067593 -0.02 0.13 -0.05
H -9.003089 -1.272394 0.173108 -0.01 -0.03 0.03
H 5.316036 2.057901 -1.805757 0.01 -0.11 -0.04
H 8.676716 -2.945976 0.321329 0.07 -0.03 0.01
H -1.262179 4.032876 -0.074066 -0.06 0.08 0.02
H -1.456900 0.315011 -0.970786 -0.11 -0.11 0.04
H 4.591083 0.475997 1.543185 0.07 0.01 0.12
H 8.087410 -0.725624 1.200440 0.08 0.07 0.06
H 6.243234 0.686011 2.152028 -0.06 -0.01 0.03
H 6.952364 1.455804 -0.122555 0.02 0.06 0.02
H 3.996768 -1.406899 0.215382 -0.10 0.03 0.01
H -8.687180 -3.019697 0.326670 -0.01 0.02 0.02
H -2.307378 -1.088144 -0.284904 0.07 0.03 -0.03
H -6.009072 0.235194 0.710812 0.01 0.12 0.01
H -6.838856 -2.839299 -1.222019 -0.01 0.06 0.04
H -4.637020 -2.068429 -0.045493 0.04 -0.10 -0.07
H -3.375903 -0.373388 -2.423755 0.01 0.03 -0.02
H 5.750111 2.510644 0.632100 0.07 0.04 -0.02
H -3.908976 -0.659313 1.630753 0.01 0.03 0.03
H -5.153039 1.637050 0.028271 -0.01 0.01 0.09
H 0.223722 0.160444 0.998623 -0.05 -0.15 0.04
H 6.925521 -4.410062 -0.614489 0.02 -0.07 -0.02
H -7.162389 -1.093613 -1.404006 0.06 -0.07 0.02

***

95
Properties=species:S:1:pos:R:3:forces:R:3 method="wB97M-V/def2-TZVPD" e_tot_ev=-200478.270 lumo_energy_ev=3.076 orbital_gap_ha=0.180 charge=-2 de_lowest_kj_mol=36.53
Cs -1.241037 -0.923297 0.215598 -0.11 0.06 -0.18
Se -4.745073 -0.167217 0.679399 -0.10 0.14 0.08
Se -3.558248 2.020976 -2.215272 0.01 -0.03 -0.02
O 2.345156 -7.241281 4.068052 0.04 -0.05 0.04
O -4.392413 -1.450363 -3.298398 -0.01 -0.04 0.01
O 0.606522 1.256206 -0.113175 0.30 0.29 -0.03
O -3.036953 -3.008211 0.488494 -0.28 -0.15 0.05
O 0.515543 -8.126062 4.761466 -0.01 -0.05 0.03
O -2.675602 -5.207498 0.659087 0.02 -0.03 -0.10
O 2.658047 0.050718 2.277994 0.03 -0.10 -0.04
N 1.915989 0.078759 1.282233 0.02 0.19 0.08
N 0.403324 -3.296695 1.340389 0.07 0.03 0.05
N -1.481774 -1.247587 -2.991126 0.14 -0.01 0.08
N 3.564279 4.429023 -1.044989 -0.05 -0.04 -0.04
N 1.412234 1.245222 0.947375 0.06 -0.09 -0.20
N 5.122970 4.651460 -2.628548 0.00 -0.03 0.01
N 3.698087 -0.176762 -3.377083 0.07 0.06 0.05
N -1.578345 -2.482931 3.006955 0.07 0.07 0.02
N 1.138353 -7.223583 4.233465 -0.05 0.07 0.01
N -4.040897 -3.349197 -2.095504 0.00 -0.09 -0.04
C 0.130912 -4.063364 2.406199 0.07 0.01 -0.07
C 4.868761 1.913291 -3.481728 -0.01 0.01 0.01
C -0.988891 -3.663592 3.243852 -0.06 0.00 0.02
C 1.907675 5.060896 2.680924 0.02 0.03 -0.02
C 2.925585 0.346047 -2.425370 0.12 -0.17 -0.20
C 3.050474 1.647750 -1.959731 -0.10 0.13 -0.03
C 5.674467 7.048864 -2.116513 0.00 0.01 0.00
C 4.647688 0.611411 -3.886137 -0.01 -0.02 0.01
C -3.215988 -3.005465 4.675228 0.00 -0.01 0.02
C 4.256936 3.842353 -2.068986 0.02 0.04 -0.04
C 4.018332 5.723267 -0.943886 0.04 0.01 0.00
C 0.400679 -6.025821 3.808731 0.08 -0.11 0.03
C -2.657173 -2.179132 3.686962 -0.06 -0.10 -0.08
C 4.044920 2.450689 -2.494710 0.05 0.00 -0.01
C -3.652075 -2.429529 -2.917791 -0.03 0.25 0.13
C 2.665984 4.004325 3.160570 0.00 -0.02 -0.02
C -5.612850 1.259621 -0.333334 -0.06 -0.05 0.04
C -5.305354 1.248607 -1.819915 -0.03 0.00 0.02
C -1.429678 -4.530958 4.253547 0.01 -0.06 -0.03
C 4.370254 7.965044 -0.286188 -0.01 0.01 0.01
C 1.039428 4.835692 1.619579 0.01 -0.01 0.02
C -2.581245 -4.179244 4.975319 -0.03 0.02 0.00
C -2.256866 -2.358083 -3.562624 0.04 -0.09 -0.08
C 0.860498 -5.231979 2.698093 -0.11 -0.05 -0.01
C -3.625081 1.496746 -4.088729 0.13 0.10 0.00
C -5.811255 -1.635836 -0.001064 0.07 -0.02 -0.04
C -2.960902 -4.170719 0.011286 0.15 -0.07 0.30
C 4.997159 5.841830 -1.943101 0.00 0.02 0.01
C 1.658987 2.495650 1.571506 -0.05 -0.01 0.14
C 1.901853 -5.587746 1.821284 0.00 0.03 -0.04
C 3.688593 6.777597 -0.098402 -0.02 -0.02 -0.01
C 0.915958 3.573544 1.064653 0.02 -0.05 0.00
C -3.147966 -4.318098 -1.516804 0.01 0.00 -0.14
C -0.703636 -5.729567 4.520955 -0.05 0.08 -0.05
C 2.554308 2.726335 2.626932 -0.02 0.01 -0.02
C 5.350991 8.100810 -1.281934 -0.01 -0.01 0.00
C 1.369543 -3.653865 0.532617 -0.04 -0.02 -0.09
C 2.152025 -4.798072 0.731655 0.00 0.01 0.01
H -5.509694 -2.504357 0.578648 0.01 0.01 0.00
H -2.117526 -4.302625 -1.915517 -0.01 0.02 0.02
H -5.282739 0.236605 -2.236171 -0.01 -0.01 0.03
H -5.553160 -1.839556 -1.039173 -0.01 0.02 -0.02
H 3.361660 4.162685 3.976211 -0.01 0.01 0.00
H 5.859491 9.050535 -1.393495 0.00 0.00 0.00
H 2.834615 4.004472 -0.488219 0.03 -0.02 0.05
H 2.165017 -0.304805 -2.018236 -0.15 0.07 0.12
H -3.874829 0.432899 -4.105351 -0.02 -0.05 -0.06
H -3.144512 -1.243620 3.428780 0.04 0.03 0.03
H -6.044015 1.852760 -2.353096 -0.01 -0.03 -0.02
H -1.025630 -6.392185 5.311970 0.01 -0.01 0.01
H 4.143114 8.810782 0.350952 0.00 0.00 0.00
H 0.239229 3.362222 0.249779 -0.04 0.01 0.01
H 2.932231 -5.050013 0.026341 0.00 -0.01 0.01
H -2.455013 -2.222542 -4.634072 0.03 0.01 -0.02
H -2.638633 1.667742 -4.518095 0.01 -0.01 -0.01
H 5.651429 2.517690 -3.917780 0.00 -0.01 -0.01
H -2.956610 -4.846492 5.742666 0.00 0.00 0.00
H -5.318619 2.203195 0.132103 0.01 -0.01 0.01
H -6.866527 -1.403911 0.146303 -0.01 0.00 0.00
H 2.486644 -6.475944 2.001665 -0.02 0.03 -0.02
H 0.444160 5.647349 1.218741 -0.02 0.01 0.00
H -6.689018 1.148712 -0.183238 0.00 -0.02 0.02
H -2.045050 -0.401856 -2.964009 -0.11 -0.12 -0.06
H -0.664931 -1.051994 -3.558276 -0.03 0.05 -0.02
H -4.123375 -2.702811 5.179887 0.00 -0.01 0.01
H 5.264681 0.173048 -4.664139 0.00 -0.01 0.00
H 3.136660 1.915119 3.022283 -0.01 0.02 0.00
H 1.526287 -3.022890 -0.339644 0.07 0.01 0.10
H -4.357382 2.098773 -4.624547 -0.03 -0.02 0.01
H -1.670174 -3.270436 -3.447402 -0.03 0.00 0.04
H -3.514422 -5.334786 -1.691284 -0.05 0.00 0.03
H 6.428638 7.144075 -2.887040 0.00 0.00 0.00
H 2.934980 6.664282 0.667697 0.01 0.01 0.02
H 2.316810 1.990771 -1.239026 -0.02 -0.08 0.07
H 1.993035 6.046140 3.124418 0.01 -0.01 -0.01